This record from OMol25 describes a molecular structure, C31H29BrGaN4O6. The level of theory is wB97M-V/def2-TZVPD.

Geometry as XYZ:
```
72
Properties=species:S:1:pos:R:3
Ga 0.7090 0.0288 -0.0247
O -1.8851 2.9331 0.7102
C -1.5559 3.3956 1.9490
C -2.3299 4.3937 2.5175
C -1.9767 4.9134 3.7550
C -0.8478 4.4594 4.4249
C -0.0853 3.4534 3.8500
C -0.4389 2.8949 2.6293
C 0.3250 1.7219 2.0885
O 0.4244 1.7099 0.7022
N -0.4227 0.4828 2.4782
N -0.0701 -0.6172 1.7755
C -0.2158 -1.7970 2.2377
C 0.0619 -2.9884 1.4429
Br 0.4966 -2.6658 -0.3692
C -0.0297 -4.2529 1.8463
C -0.2973 -4.6990 3.2296
C -1.1614 -5.7753 3.4265
C -1.4423 -6.2214 4.7073
C -0.8433 -5.6127 5.8024
C 0.0452 -4.5636 5.6145
C 0.3196 -4.1101 4.3320
H -1.0643 2.5085 0.3878
H -3.1888 4.7636 1.9730
H -2.5824 5.6969 4.1925
H -0.5648 4.8868 5.3769
H 0.7989 3.0836 4.3599
H 1.3179 1.6916 2.5560
H -0.5880 0.3411 3.4672
H -0.5942 -1.9496 3.2442
H 0.0824 -5.0322 1.1007
H -1.6242 -6.2562 2.5730
H -2.1229 -7.0497 4.8515
H -1.0546 -5.9689 6.8018
H 0.5379 -4.1095 6.4643
H 1.0536 -3.3260 4.1849
O -1.1065 0.1423 -1.0704
C -0.9726 -0.0686 -2.5203
C 0.5484 -0.1847 -2.7954
O 0.9680 -0.5102 -3.8662
O 1.3217 0.1935 -1.7801
C -1.7209 -1.3305 -2.9241
C -2.5246 -2.0039 -2.0137
C -3.2440 -3.1283 -2.4044
C -3.1656 -3.5852 -3.7097
C -2.3723 -2.9037 -4.6262
C -1.6593 -1.7790 -4.2423
C -1.5241 1.1882 -3.1765
C -2.8904 1.2777 -3.4294
C -3.4296 2.4454 -3.9508
C -2.6054 3.5247 -4.2328
C -1.2423 3.4408 -3.9830
C -0.7039 2.2782 -3.4543
H -1.7363 0.8640 -0.9279
H -2.5995 -1.6541 -0.9940
H -3.8704 -3.6397 -1.6848
H -3.7272 -4.4580 -4.0167
H -2.3140 -3.2461 -5.6510
H -1.0526 -1.2499 -4.9643
H -3.5363 0.4314 -3.2285
H -4.4925 2.5061 -4.1442
H -3.0238 4.4295 -4.6540
H -0.5967 4.2808 -4.2019
H 0.3614 2.2310 -3.2622
N 3.7448 1.0779 -0.6140
C 3.5497 0.3881 0.5084
N 4.4766 0.4408 1.4770
O 2.5169 -0.3219 0.7012
H 4.5793 1.6194 -0.7551
H 3.1224 0.9142 -1.4010
H 5.3777 0.8597 1.3334
H 4.3372 -0.1399 2.2849
```

## Properties
Net charge ... +1
LUMO level ... -3.224 eV
Frontier orbital gap ... 0.2740 Eh
Energy relative to the best compared isomer or geometry (same formula, charge and spin) ... 0.0 kcal/mol
Highest occupied orbital energy ... -10.68 eV